DFT (ωB97M-V/def2-TZVPD) results for an isolated ion of composition C3H2NO3 and charge -1 in a non-equilibrium geometry.

Geometry as ORCA input:
```
! wB97M-V def2-TZVPD RIJCOSX def2/J DEFGRID3
* xyz -1 1
O -1.306 -0.045 1.270
C -1.332 -0.195 0.047
O -2.225 -0.611 -0.663
C 0.130 0.184 -0.650
N 0.858 0.825 0.434
C 1.236 -0.424 -0.103
O 2.109 -1.242 0.054
H 0.218 0.503 -1.758
H 0.313 1.006 1.368
*
```

SMILES	O=C([O-])[C@H]1NC1=O
Kohn-Sham gap	8.661	eV
E_HOMO	-4.467	eV
ΔE to the lowest compared entry with this formula, charge and spin	44.32	kcal/mol